Entry from the Open Molecules 2025 dataset: C33H36IN2O3PSc as an isolated structure (ωB97M-V/def2-TZVPD).

Geometry as XYZ:
```
77
Properties=species:S:1:pos:R:3:forces:R:3:mulliken_charge:R:1
Sc 0.045676 1.564735 -0.739224 0.04 -0.37 -0.55 0.050
O -0.198820 3.472939 0.520466 -0.08 0.11 0.10 -0.753
C 0.375529 2.703877 1.331308 -0.07 -0.12 -0.06 0.456
O 1.293529 1.935630 0.883853 0.25 0.01 0.35 -0.503
C -0.231856 2.355958 2.646050 0.05 0.09 0.01 0.518
C -0.429703 3.275106 3.661173 -0.03 -0.04 0.03 -0.521
C -1.086222 2.879962 4.818801 0.02 0.00 -0.05 -0.694
C -1.568556 1.585283 4.934776 0.01 -0.04 0.00 -0.735
C -1.389640 0.672348 3.903442 -0.01 0.01 0.01 -0.563
C -0.705722 1.039206 2.750659 -0.04 -0.05 0.03 -0.101
P -0.510800 -0.141426 1.352296 -0.03 0.27 -0.10 2.333
C 0.924534 -1.150466 1.780289 0.02 -0.02 0.05 0.406
C 1.729066 -0.865573 2.879305 0.01 0.04 -0.03 -0.647
C 2.832851 -1.657781 3.152788 0.02 -0.02 0.01 -0.791
C 3.130129 -2.741828 2.341363 -0.01 0.00 -0.01 -0.761
C 2.332055 -3.026994 1.242681 0.00 0.01 0.03 -0.902
C 1.239559 -2.227100 0.954157 0.00 -0.04 -0.02 -0.209
C -1.950568 -1.233845 1.469226 0.05 -0.03 0.07 0.055
C -1.895735 -2.488750 2.066456 0.02 -0.06 0.06 -0.111
C -3.034682 -3.279494 2.133265 0.03 0.02 0.01 -0.760
C -4.234104 -2.818234 1.615903 -0.04 0.03 -0.02 -0.620
C -4.296639 -1.561601 1.026231 -0.04 -0.07 0.02 -0.715
C -3.159026 -0.779084 0.945827 -0.04 0.02 -0.02 -0.085
H -0.073131 4.289418 3.544932 0.01 0.03 0.01 0.537
H -1.232044 3.584483 5.624739 0.00 0.04 0.03 0.426
H -2.088251 1.280085 5.832584 -0.02 0.00 0.02 0.451
H -1.791777 -0.329039 3.995915 0.00 0.00 0.01 0.478
H 1.505573 -0.022065 3.518728 -0.02 0.01 0.00 0.408
H 3.457022 -1.430548 4.005589 0.02 0.01 0.03 0.449
H 3.984406 -3.365240 2.564950 0.04 -0.02 0.00 0.418
H 2.564420 -3.868890 0.607032 0.01 -0.04 -0.02 0.530
H 0.627928 -2.450422 0.086884 -0.02 0.02 0.00 0.525
H -0.965814 -2.855887 2.482010 0.01 0.01 -0.02 0.447
H -2.980482 -4.254684 2.595979 -0.01 -0.04 0.02 0.459
H -5.120816 -3.434752 1.672020 -0.01 -0.01 0.00 0.405
H -5.232897 -1.194522 0.628236 -0.03 0.00 -0.01 0.446
H -3.215764 0.198184 0.485384 0.04 0.05 -0.02 0.008
C 3.783268 -3.084735 -1.941279 -0.02 -0.04 0.01 -1.980
C 3.346256 -1.655191 -1.786881 0.04 -0.01 0.01 0.323
C 4.199700 -0.720225 -1.192496 -0.03 0.09 0.00 -0.726
C 3.837569 0.609697 -1.083511 -0.11 -0.16 0.01 0.061
C 4.746400 1.634464 -0.478806 0.08 0.06 0.04 -1.687
C 2.600116 0.996403 -1.603524 -0.03 0.24 0.03 -0.570
C 1.698864 0.081358 -2.153173 -0.18 0.10 0.01 0.468
C 2.097668 -1.265923 -2.230125 -0.05 0.13 0.04 0.030
N 0.425684 0.594449 -2.464726 -0.04 -0.03 0.27 0.361
C -0.382454 0.025541 -3.558440 0.04 0.11 -0.10 1.699
C -1.304675 -1.076616 -3.025633 -0.06 -0.03 -0.06 -1.351
C -1.232057 1.170145 -4.114625 -0.10 0.04 -0.05 -1.647
C 0.480567 -0.490273 -4.722043 -0.06 -0.04 0.01 -1.737
H 4.581383 -3.332804 -1.243998 0.02 -0.01 0.02 0.420
H 4.155731 -3.266360 -2.950462 0.03 0.02 -0.02 0.430
H 2.953414 -3.772541 -1.776153 -0.01 -0.01 -0.02 0.379
H 5.164540 -1.042619 -0.821954 0.04 -0.02 0.02 0.384
H 5.542379 1.164732 0.095663 0.02 -0.01 0.00 0.394
H 4.193484 2.302867 0.181775 -0.02 0.00 0.01 0.293
H 5.210002 2.245084 -1.255978 0.00 0.01 0.00 0.353
H 2.363770 2.065502 -1.640594 0.09 -0.14 -0.09 0.893
H 1.430687 -2.013172 -2.632292 -0.05 -0.02 -0.01 0.500
H -1.985339 -0.681054 -2.265307 0.02 0.04 0.01 0.114
H -0.738198 -1.886504 -2.567955 0.05 -0.02 0.02 0.199
H -1.905023 -1.506103 -3.829824 -0.01 0.00 -0.03 0.491
H -1.795348 1.673578 -3.327124 0.02 -0.04 0.01 0.000
H -1.939382 0.789582 -4.853243 -0.02 0.00 -0.01 0.474
H -0.601931 1.913158 -4.604029 0.04 0.01 0.01 0.395
H 0.827826 -1.511552 -4.585124 0.02 0.00 0.04 0.348
H 1.352133 0.147509 -4.864607 0.01 0.05 -0.01 0.358
H -0.100927 -0.471379 -5.643692 -0.04 -0.02 -0.01 0.506
N -4.094965 2.230565 -1.734000 0.10 -0.04 0.08 -0.236
C -3.088096 2.594608 -0.950996 0.12 0.06 0.06 0.562
O -2.030981 1.929881 -0.936220 -0.04 -0.09 -0.18 -0.262
C -3.252453 3.809664 -0.093370 0.01 0.05 -0.09 -1.066
I -3.973354 3.216026 1.821978 0.01 -0.09 0.01 0.097
H -3.998094 1.404343 -2.305442 -0.03 0.01 -0.01 0.267
H -4.962109 2.740355 -1.746122 -0.01 -0.01 0.00 0.219
H -3.972362 4.510470 -0.505991 0.03 0.00 0.01 0.669
H -2.282925 4.268076 0.074251 -0.04 0.00 -0.01 0.238
```
Positions in Å, forces in eV/Å.

Output
orbital gap: 0.2639 hartree
electronic energy: -82017.9882 eV
charge: +1
spin multiplicity: 1
ΔE to the lowest compared entry with this formula, charge and spin: 0.0 kcal per mole
E_HOMO: -10.20 eV
max |F|: 0.66 eV/Å